[1]
Computed, not measured: a structure of composition C48H55IN4O8SSm, with ωB97M-V/def2-TZVPD.

- Multiplicity: 6
- Relative energy (zero: lowest compared OMol25 entry of this formula, charge and spin): 70.5 kcal per mole
- E_LUMO (spin up / spin down): 2.039 / 0.529 eV
- Energy: -4036.8767 Ha
- Gap between HOMO and LUMO (spin up / spin down): 6.8 / 6.2 eV
- Net charge: -1

Structure (XYZ):
```
118
C48H55IN4O8SSm ωB97M-V/def2-TZVPD
Sm 0.5615 2.3557 -1.1323
C 0.5979 -5.0630 -1.7136
C 1.0548 -4.4241 -3.0281
C 0.0189 -4.7803 -4.1054
C 2.4207 -5.0237 -3.3951
C 1.2056 -2.9144 -2.9244
C 1.0797 -2.2254 -1.7493
C 1.2636 -0.8240 -1.7025
N 1.1265 -0.0866 -0.6015
C 1.0778 -0.6921 0.6297
C 2.0294 -1.6294 1.0387
C 1.9783 -2.1720 2.3065
C 0.8776 -1.8681 3.1006
C -0.1325 -0.9793 2.7281
C 0.0603 -0.3034 1.5228
O -0.7254 0.7470 1.0131
C -1.3625 -0.8740 3.6336
C -1.0920 0.1220 4.7690
C -1.6675 -2.2508 4.2592
C -2.6207 -0.4739 2.8487
C 3.0518 -3.1069 2.8436
C 4.1869 -3.3281 1.8405
C 3.6525 -2.4858 4.1126
C 2.4334 -4.4730 3.1701
C 1.5652 -0.0810 -2.9321
O 1.7854 1.1580 -2.8360
C 1.6381 -0.8282 -4.1595
C 1.4985 -2.1905 -4.1026
C 1.9149 -0.1347 -5.4901
C 1.2444 1.2416 -5.5607
C 1.3846 -0.9525 -6.6780
C 3.4370 0.0264 -5.6302
H 0.4977 -6.1389 -1.8482
H -0.3672 -4.6693 -1.4046
H 1.3211 -4.8915 -0.9201
H -0.1548 -5.8552 -4.1164
H 0.3470 -4.4857 -5.0982
H -0.9261 -4.2833 -3.8960
H 2.3352 -6.1031 -3.5102
H 3.1421 -4.8138 -2.6072
H 2.8037 -4.6054 -4.3225
H 0.7958 -2.7221 -0.8343
H 2.8179 -1.8626 0.3431
H 0.8067 -2.3431 4.0635
H -0.2298 -0.1935 5.3546
H -1.9560 0.1842 5.4268
H -0.8926 1.1134 4.3758
H -0.9665 -2.5107 5.0484
H -1.6505 -3.0308 3.5005
H -2.6581 -2.2336 4.7091
H -2.6303 0.5807 2.5972
H -3.5054 -0.6646 3.4533
H -2.7003 -1.0610 1.9352
H 4.6630 -2.3856 1.5832
H 3.8244 -3.8043 0.9318
H 4.9399 -3.9782 2.2829
H 4.0612 -1.5032 3.8861
H 4.4527 -3.1179 4.4935
H 2.9029 -2.3719 4.8914
H 1.9875 -4.9078 2.2776
H 1.6613 -4.3873 3.9290
H 3.1990 -5.1533 3.5387
H 1.5968 -2.7592 -5.0116
H 0.1985 1.1729 -5.2695
H 1.2936 1.6328 -6.5753
H 1.7302 1.9512 -4.9010
H 0.3369 -1.2032 -6.5263
H 1.9502 -1.8684 -6.8376
H 1.4605 -0.3575 -7.5861
H 3.8266 0.6417 -4.8220
H 3.6797 0.5030 -6.5788
H 3.9279 -0.9463 -5.5909
O -1.9558 2.9764 -0.7521
C -2.9716 2.8255 -1.4222
C -3.1562 1.8892 -2.4933
C -4.3715 1.8286 -3.1616
C -4.5735 0.9274 -4.1917
C -3.5325 0.0534 -4.5809
C -2.3349 0.0860 -3.9446
C -2.0730 0.9996 -2.8636
O -0.9671 1.0125 -2.2741
N -5.8210 0.8716 -4.8478
O -5.9594 0.0776 -5.7688
O -6.7171 1.6107 -4.4613
H -3.8647 3.4413 -1.2001
H -5.1748 2.4950 -2.8837
H -3.7225 -0.6287 -5.3965
H -1.5265 -0.5722 -4.2318
N 0.5114 5.0886 1.2136
C 0.4731 4.1635 0.5188
C -4.5806 4.2426 9.0855
C -3.7206 4.1275 7.8631
O -3.2044 3.1210 7.4640
S -3.5375 5.6811 7.0122
C -2.7051 5.0459 5.5683
C -1.3762 4.6675 5.6545
C -0.8106 3.9576 4.6152
C -1.5812 3.6223 3.5001
C -2.8868 4.1065 3.3841
C -3.4514 4.8126 4.4238
C -1.1105 2.6891 2.5543
C -0.9233 1.7616 1.8044
H -4.1012 3.7154 9.9086
H -5.5335 3.7548 8.8838
H -4.7553 5.2816 9.3496
H -0.8081 4.8964 6.5438
H 0.2149 3.6257 4.6715
H -3.4573 3.8798 2.4960
H -4.4766 5.1473 4.3719
N 3.9775 2.9420 -2.5752
C 3.2292 3.5062 -1.5416
O 2.7675 2.7185 -0.6527
C 3.0719 4.8813 -1.5312
I 0.2780 4.3545 -3.3618
H 3.7786 1.9561 -2.6936
H 3.9644 3.4607 -3.4409
H 3.5006 5.4894 -2.3060
H 2.5048 5.3545 -0.7489
```

Results of the Löwdin charge analysis, in e, for atoms 1 through 5: Sm 1.3608; C -0.0631; C -0.5537; C -0.0453; C -0.0431



[2]
Computed, not measured: a structure of composition C48H55IN8P2Ta, with ωB97M-V/def2-TZVPD.

- Relative energy (zero: lowest compared OMol25 entry of this formula, charge and spin): 32.4 kcal per mole
- E_LUMO: -9.396 eV
- Energy: -3336.6892 Ha
- Gap between HOMO and LUMO: 5.8 eV
- Net charge: +3

Structure (XYZ):
```
115
C48H55IN8P2Ta ωB97M-V/def2-TZVPD
Ta -1.0953 -0.1597 0.0431
C 0.2346 -2.5900 3.0972
C -0.6964 -1.4818 3.6659
C -0.3708 -1.2340 5.1807
P -0.5185 0.0568 2.6888
C -0.9303 1.5385 3.7696
C -2.3085 1.5615 4.4760
C -0.7583 2.8540 3.0258
C 1.2082 0.2429 2.5510
C 2.0697 0.7322 3.5266
C 3.4561 0.7800 3.3760
C 4.3545 1.1826 4.5069
C 3.9306 0.2930 2.1700
C 3.1234 -0.1652 1.1662
C 1.7571 -0.2218 1.3545
N 0.8684 -0.5759 0.2952
C 1.5513 -1.5594 -0.5824
C 2.1076 -2.7076 -0.0395
C 3.0512 -3.4396 -0.7643
C 3.4137 -3.0470 -2.0551
C 4.6514 -3.6092 -2.7239
C 2.7150 -1.9794 -2.6086
C 1.7335 -1.3203 -1.9109
P 0.2698 -0.5126 -2.7060
C -0.3648 -1.9238 -3.7566
C 0.5536 -2.3048 -4.9731
C -0.5528 -3.1987 -2.9603
C 0.6671 0.7242 -4.1289
C 2.1513 0.5836 -4.5068
C 0.2802 2.1620 -3.9952
H -0.1264 -3.6797 3.1541
H 1.2739 -2.4970 3.4959
H 0.3027 -2.4589 2.0548
H -1.7046 -1.8085 3.6993
H 0.6188 -0.8913 5.2666
H -0.4341 -2.1792 5.6789
H -1.0399 -0.6214 5.7083
H -0.1178 1.4581 4.4607
H -3.0097 1.6958 3.6675
H -2.3592 2.4002 5.1748
H -2.4718 0.6852 5.1240
H -1.7371 3.1310 2.5238
H 0.0567 2.6997 2.3287
H -0.5015 3.6550 3.7273
H 1.6143 1.0737 4.4333
H 5.4014 1.4360 4.3136
H 4.4190 0.4093 5.2594
H 3.8882 2.0225 5.1253
H 5.0094 0.3376 2.0869
H 3.5877 -0.5198 0.1890
H 1.9865 -2.9065 1.0569
H 3.5587 -4.2624 -0.2953
H 4.8236 -4.5543 -2.2461
H 5.5253 -2.9727 -2.5288
H 4.6226 -3.7393 -3.8117
H 2.8744 -1.7694 -3.6737
H -1.3152 -1.5413 -4.1970
H 1.5115 -2.7029 -4.7086
H 0.7183 -1.5158 -5.7376
H -0.0296 -3.1112 -5.4280
H 0.3190 -3.7390 -2.6185
H -1.0357 -4.0214 -3.5570
H -1.2583 -3.1358 -2.1565
H 0.1644 0.2838 -4.9735
H 2.8379 0.9783 -3.7584
H 2.3452 1.1929 -5.3924
H 2.4976 -0.4089 -4.7110
H 0.8044 2.6729 -3.2150
H -0.8228 2.2869 -3.8500
H 0.4295 2.6086 -5.0133
C -4.1306 -1.5176 -2.9960
C -4.4339 -0.3609 -3.6771
C -3.8514 0.8341 -3.3095
C -3.0064 0.8193 -2.1936
N -2.6879 -0.3145 -1.5635
C -3.2442 -1.4910 -1.9638
C -2.2921 2.0117 -1.7271
C -2.7998 3.2273 -2.0295
C -2.0627 4.3803 -1.6495
C -0.8661 4.1604 -1.0101
C -0.4658 2.8885 -0.6101
N -1.1923 1.7976 -0.9695
C 0.9095 2.7306 -0.1193
C 1.4512 3.7176 0.7149
C 2.8045 3.8771 0.8590
C 3.6455 3.0648 -0.0127
C 3.0081 2.1152 -0.8144
N 1.7022 1.9519 -0.9425
H -4.6370 -2.4404 -3.2476
H -5.1891 -0.3709 -4.4720
H -4.0942 1.8097 -3.7445
H -2.9822 -2.3694 -1.3693
H -3.7864 3.4043 -2.3415
H -2.4675 5.4075 -1.7513
H -0.2710 5.0030 -0.7038
H 0.7735 4.3048 1.2650
H 3.2316 4.6326 1.5426
H 4.7099 3.2073 -0.0380
H 3.5989 1.4690 -1.4663
I -4.8873 -1.6699 4.4701
C -4.6950 -0.3118 2.9244
C -5.3927 0.8515 2.7872
C -4.9806 1.7551 1.8768
C -3.9094 1.4624 1.0843
N -3.1971 0.3443 1.1986
C -3.5963 -0.5335 2.0763
H -6.1857 1.0815 3.5143
H -5.4245 2.6940 1.7276
H -3.5251 2.2407 0.4578
H -2.9934 -1.4421 2.0827
N 0.9857 -5.9929 0.9079
C 0.0897 -5.2718 0.6300
N -0.8871 -4.4564 0.3202
C -1.1180 -3.2613 0.2834
N -1.4373 -2.1119 0.1609
```

Results of the Löwdin charge analysis, in e, for atoms 1 through 5: Ta 1.7220; C -0.0874; C -0.4586; C -0.0503; P 1.0569



Which value of net charge does entry 1 give? -1



What is the relative energy (zero: lowest compared OMol25 entry of this formula, charge and spin) in the second record? 32.4 kcal per mole



What is the energy in the first record? -4036.8767 Ha